[1]
Density functional theory data (wB97M-V/def2-TZVPD) for a structure of composition C30H29AsF3MnN3O2S3 at a distorted geometry.

Geometry as XYZ:
```
72
Properties=species:S:1:pos:R:3:forces:R:3:mulliken_charge:R:1
Mn 0.654898 0.201038 0.059320 -0.5 -0.8 0.3 0.79
F -0.586939 -3.428237 3.660148 -0.2 0.1 -0.1 -0.22
C -1.347978 -2.396531 4.063717 -0.2 -0.1 -0.5 0.59
F -2.535442 -2.475534 3.392517 0.6 -0.1 0.5 -0.19
F -1.579479 -2.571201 5.359640 -0.5 -0.3 0.3 -0.30
C -0.697016 -1.069224 3.850534 0.5 0.2 -0.3 -0.10
C -0.448036 -0.244964 4.923274 -0.5 0.6 0.3 -0.24
C 0.103167 1.013278 4.737212 0.4 0.0 0.6 -0.94
C 0.415398 1.365819 3.446417 0.2 1.4 0.8 -0.49
N 0.176919 0.604118 2.402757 0.4 -0.3 -1.0 -0.17
C -0.299707 -0.616570 2.582251 -0.9 -1.2 -0.4 1.02
S -0.485580 -1.588407 1.094994 0.2 0.6 0.5 -0.62
H -0.784114 -0.476600 5.915696 0.0 -0.5 0.2 0.51
H 0.297013 1.664575 5.610144 -0.1 -0.4 -0.8 0.39
H 0.834246 2.351418 3.270482 0.0 0.0 -0.3 0.48
O 2.321210 -0.474085 0.697162 -0.7 0.2 0.0 -0.31
C 3.498971 -0.125254 0.245231 0.0 2.3 -0.6 0.07
C 4.538649 -1.007991 0.266450 1.6 -2.1 0.7 -0.20
C 5.826676 -0.745664 -0.192523 -0.9 0.7 -0.9 -0.70
C 6.054745 0.482057 -0.829568 0.8 -0.3 0.8 -0.81
C 5.086936 1.458926 -0.723626 -0.3 0.7 -0.6 -0.99
C 3.812919 1.205673 -0.230159 0.5 -2.0 0.6 0.74
C 2.796197 2.194619 -0.299214 -0.2 0.9 -0.2 0.02
N 1.508088 1.929201 -0.414395 -0.7 0.6 -0.1 0.37
C 0.830690 3.128614 -0.635239 1.3 0.3 0.5 -0.28
C 1.765756 4.125810 -0.619182 -0.4 -0.7 -0.3 -0.92
N 2.997668 3.534908 -0.409469 -1.0 -0.8 -0.1 -0.04
H 4.374217 -2.002102 0.700014 -0.1 0.6 -0.1 0.56
H 6.578985 -1.524472 -0.137953 0.0 0.2 -0.1 0.43
H 7.016677 0.686018 -1.288267 -0.1 0.1 0.1 0.41
H 5.255985 2.475205 -1.100712 0.2 -0.5 -0.1 0.32
H -0.236301 3.172404 -0.728751 -0.1 0.0 -0.1 0.46
H 1.669267 5.154585 -0.862481 0.0 0.6 0.1 0.45
H 3.877844 3.996270 -0.310999 0.3 0.2 0.0 0.20
C 3.338444 -2.698012 -2.996371 -0.2 0.4 0.2 -1.14
As 1.710118 -2.879044 -1.950917 1.0 0.5 -0.3 0.88
C 0.694869 -4.288986 -2.747282 -0.6 0.0 0.1 -1.14
C 2.246044 -3.484556 -0.193953 0.0 0.0 0.9 -0.71
S 0.720713 -1.020663 -2.222428 -0.2 0.0 0.2 -0.67
H 3.555101 -3.611509 -3.490653 0.1 -0.9 -0.6 0.44
H 4.221704 -2.432415 -2.430591 -0.1 0.1 0.5 0.29
H 3.170545 -1.905930 -3.717325 -0.2 0.0 -0.1 0.35
H 1.166042 -5.215817 -2.456229 -0.1 -0.4 0.3 0.45
H 0.724275 -4.264371 -3.829292 0.0 0.4 -0.2 0.37
H -0.355347 -4.211181 -2.401694 0.7 -0.2 -0.1 0.30
H 3.351277 -3.630826 -0.111261 -1.0 -0.1 -0.4 0.38
H 1.693515 -4.398676 0.101920 0.4 0.5 -0.3 0.48
H 1.966954 -2.682355 0.508305 0.1 -0.4 -0.2 -0.08
O -1.179769 0.917959 -0.507188 1.3 -0.2 -0.4 -0.08
S -2.472829 0.769953 0.277927 -0.4 -0.6 0.8 0.31
C -3.482849 -0.433580 -0.579334 -0.2 0.7 0.6 0.94
C -4.538720 -1.015210 0.128410 0.0 0.3 -0.1 -0.41
C -5.304454 -1.946980 -0.556392 -0.4 -0.3 1.1 -0.67
C -5.002813 -2.316804 -1.844125 -0.1 -0.9 -1.2 -0.38
C -3.981085 -1.698458 -2.544741 0.2 0.5 0.3 -0.93
C -3.230500 -0.712084 -1.897621 0.6 -0.8 -0.9 -0.05
C -3.189169 2.310953 -0.114690 -0.1 0.4 -0.9 0.54
C -3.604269 3.102725 0.934079 0.0 -0.7 0.1 -0.44
C -4.022267 4.376316 0.645506 -0.2 1.4 -0.6 -0.80
C -3.972194 4.872202 -0.642463 0.5 -0.6 -1.3 -0.45
C -3.504469 4.071657 -1.717245 -0.2 0.6 0.9 -0.71
C -3.120791 2.788990 -1.445377 -0.1 -0.7 0.6 -0.20
H -4.784910 -0.747458 1.167981 0.3 -0.2 -0.6 0.38
H -6.118457 -2.458211 -0.043481 0.2 0.2 -0.1 0.38
H -5.537040 -3.160377 -2.320266 0.2 0.7 0.3 0.37
H -3.740123 -1.955894 -3.570332 -0.1 -0.1 0.1 0.44
H -2.352668 -0.313677 -2.410855 -0.3 0.2 0.3 0.20
H -3.606714 2.716905 1.948048 0.0 0.0 -0.1 0.45
H -4.349564 5.068836 1.391639 -0.2 0.0 0.6 0.42
H -4.246060 5.881785 -0.896173 -0.2 0.2 0.3 0.41
H -3.396157 4.459048 -2.721938 -0.2 0.1 0.1 0.43
H -2.758933 2.148042 -2.239016 0.1 -0.1 0.1 0.30
```
Positions in Å, forces in eV/Å.

## Properties
E	-6356.17312	hartree
HOMO (spin up / spin down)	-10.3287 / -10.5062	eV
Kohn-Sham gap (spin up / spin down)	6.7 / 8.2	eV
molecular weight	746.64	g mol⁻¹
ΔE to the lowest compared entry with this formula, charge and spin	0.0000	eV
total charge	+1
⟨S²⟩	6.0976
2S+1	5

[2]
Density functional theory data (wB97M-V/def2-TZVPD) for a structure of composition C30H29BrFeN6O3Si at a distorted geometry.

Geometry as XYZ:
```
71
Properties=species:S:1:pos:R:3:forces:R:3:mulliken_charge:R:1
Fe 0.350458 -0.051172 -0.314112 -1.5 -0.6 1.9 1.22
O 2.321213 0.261447 0.131482 0.0 0.3 -1.0 -0.18
C 3.058059 -0.034384 1.126065 0.0 0.0 0.2 0.42
C 4.480951 -0.084189 0.977559 -0.1 0.0 0.0 -0.78
C 5.318237 -0.381185 2.021937 0.0 -0.3 -0.1 -0.48
C 4.813100 -0.654658 3.304794 0.0 -0.3 -0.1 -0.96
C 3.448881 -0.618167 3.482292 0.0 -0.2 0.0 -0.54
C 2.558085 -0.315283 2.441866 0.0 -0.1 0.0 0.78
C 1.144149 -0.328709 2.753530 0.1 0.0 0.1 -0.94
N 0.194665 -0.145930 1.923997 0.2 -0.2 -0.7 0.05
C -1.173764 -0.211620 2.418498 0.0 0.1 0.0 -0.89
C -2.114761 0.210369 1.295125 0.0 0.0 0.1 -0.88
N -1.700009 -0.496112 0.104910 0.6 0.6 -0.7 0.48
C -2.499611 -1.341867 -0.423505 -0.1 -0.2 0.0 -0.61
C -2.172277 -2.252663 -1.495514 0.0 0.1 0.0 0.76
C -3.219883 -2.937685 -2.128734 0.0 0.0 0.0 -0.52
C -3.003422 -3.831471 -3.152060 0.1 0.0 0.0 -0.76
C -1.673318 -4.072777 -3.551611 -0.1 0.0 0.0 -0.45
C -0.621627 -3.443771 -2.942057 0.0 0.0 0.1 -0.61
C -0.804987 -2.503067 -1.869680 -0.1 0.0 0.0 0.30
O 0.185715 -1.953311 -1.310837 0.5 -0.1 -0.2 -0.88
H 4.870716 0.122173 -0.012229 0.0 0.0 0.0 0.38
H 6.389860 -0.404144 1.853910 0.0 0.0 0.0 0.33
H 5.476855 -0.890437 4.126017 0.0 0.0 0.0 0.34
H 3.029693 -0.835393 4.461728 0.0 0.0 0.0 0.46
H 0.909555 -0.515750 3.813210 0.0 0.0 0.0 0.22
H -1.326073 0.440882 3.287071 0.1 0.0 0.0 0.50
H -1.406477 -1.239192 2.719322 0.0 0.0 0.0 0.40
H -2.004110 1.281558 1.128870 0.0 0.0 0.0 0.00
H -3.157269 0.005792 1.574992 0.0 -0.1 0.0 0.48
H -3.527789 -1.411078 -0.038264 0.0 0.0 0.1 0.13
H -4.236006 -2.738219 -1.796715 0.0 0.0 0.0 0.31
H -3.828552 -4.342687 -3.630119 0.0 0.0 0.0 0.39
H -1.479499 -4.773876 -4.356896 0.0 0.0 0.0 0.40
H 0.400561 -3.631480 -3.250936 0.0 0.0 0.0 0.45
C 2.537883 2.345063 5.373186 -0.1 -0.1 0.1 -0.74
Si 2.997371 3.248099 3.811366 0.3 0.0 -0.1 -0.08
C 3.115476 5.083681 4.138098 -0.1 0.1 0.0 -1.12
C 4.608049 2.611691 3.132948 -0.1 0.1 0.0 -0.91
C 1.696554 2.986429 2.551460 -0.1 0.0 0.0 -0.52
C 0.924408 2.730413 1.664061 -0.1 0.0 0.0 0.51
H 3.227314 2.594422 6.183256 0.0 0.0 0.0 0.34
H 2.579586 1.266551 5.204822 0.0 0.1 0.0 0.14
H 1.526106 2.602945 5.692204 0.0 0.0 0.0 0.31
H 3.863299 5.299743 4.904923 0.0 0.0 0.0 0.28
H 2.156488 5.485181 4.472125 0.0 0.0 0.0 0.30
H 3.399697 5.615477 3.227427 0.0 0.0 0.0 0.28
H 5.433213 2.790328 3.827107 0.0 0.0 0.0 0.39
H 4.843792 3.102096 2.186147 0.0 0.0 0.0 0.25
H 4.538498 1.536491 2.944485 0.0 0.6 0.1 0.24
N 0.884276 3.113258 -1.407898 0.1 0.2 0.1 -0.54
C 0.085334 3.399415 -0.326787 0.4 -0.3 -0.1 0.33
O 0.077440 2.449606 0.690668 0.2 0.5 0.3 0.18
C -0.655936 4.508750 -0.177471 -0.3 0.2 -0.1 0.64
C -0.624874 5.549874 -1.166719 0.0 -0.1 0.1 -0.36
N -0.612606 6.409677 -1.928219 0.0 0.0 0.0 -0.53
C -1.503131 4.692822 0.968420 0.1 0.0 -0.1 0.12
N -2.191726 4.853131 1.873832 0.0 0.0 0.0 -0.58
H 1.716023 2.627241 -1.067327 -0.1 -0.2 0.0 0.40
H 0.421365 2.435623 -2.023423 -0.1 0.1 0.0 0.37
Br -0.639490 -1.744890 -6.619305 0.0 0.0 -0.1 -0.15
C -0.414763 -0.805574 -4.996826 0.0 0.0 0.0 0.15
C 0.850634 -0.646617 -4.464542 0.1 0.0 0.1 -0.80
C 0.959663 0.012814 -3.249988 0.0 -0.1 -0.2 0.04
N -0.092198 0.492919 -2.582243 0.3 0.0 0.1 0.08
C -1.299467 0.324421 -3.119362 -0.1 0.1 0.0 -0.30
C -1.518103 -0.312449 -4.331351 0.0 0.1 0.0 -0.76
H 1.724995 -1.034802 -4.966099 0.0 0.0 0.0 0.45
H 1.924972 0.146999 -2.773937 0.0 0.0 0.0 0.29
H -2.132873 0.709344 -2.542570 0.0 0.0 0.0 0.52
H -2.517233 -0.441463 -4.720737 0.0 0.0 0.0 0.43
```
Positions in Å, forces in eV/Å.

## Properties
E	-5842.01989	hartree
HOMO (spin up / spin down)	-3.1938 / -2.5550	eV
Kohn-Sham gap (spin up / spin down)	5.3 / 4.7	eV
molecular weight	685.44	g mol⁻¹
ΔE to the lowest compared entry with this formula, charge and spin	4.5037	eV
total charge	-1
⟨S²⟩	0.7681
2S+1	2

[3]
Density functional theory data (wB97M-V/def2-TZVPD) for a structure of composition C30H29F5N7O3SV.

Geometry as XYZ:
```
76
Properties=species:S:1:pos:R:3:forces:R:3:mulliken_charge:R:1
V 0.012154 -0.008360 -0.482351 -0.3 0.4 0.3 0.13
C 0.408372 6.084083 -1.212988 0.0 0.0 0.0 -1.06
C 1.161089 5.156811 -0.268842 0.0 0.0 0.0 0.01
N 1.701648 3.984141 -0.936546 0.0 0.0 0.0 -0.15
C 0.955245 2.860421 -1.139827 0.0 0.0 0.0 0.09
S 1.795488 1.413015 -1.586018 0.0 0.0 0.0 -0.61
N -0.350370 2.998291 -1.023301 0.0 0.0 0.0 -1.11
N -0.976234 1.786994 -1.139370 0.0 -0.1 0.1 1.27
C -2.159013 1.741764 -1.633809 0.0 0.0 0.0 0.49
C -2.921764 2.947741 -2.079452 0.0 0.0 0.0 -1.77
C -2.687229 0.374547 -1.787688 0.0 0.0 0.0 0.81
C -4.028990 0.109063 -2.031578 0.0 0.0 0.0 -1.22
C -4.445665 -1.206032 -2.140821 0.0 0.0 0.0 -0.56
C -3.512291 -2.218553 -2.004644 0.0 0.0 0.0 -0.98
C -2.193883 -1.874339 -1.758488 0.0 0.0 0.0 0.47
N -1.780701 -0.612330 -1.665935 0.1 -0.2 -0.1 0.22
H 0.032457 6.955782 -0.672291 0.0 0.0 0.0 0.37
H -0.436204 5.554962 -1.651112 0.0 0.0 0.0 0.13
H 1.060048 6.428181 -2.017870 0.0 0.0 0.0 0.30
H 0.500440 4.836814 0.541661 0.0 0.0 0.0 -0.07
H 2.004375 5.686482 0.179050 0.0 0.0 0.0 0.49
H 2.686209 3.800817 -0.856671 0.0 0.0 0.0 0.25
H -2.220308 3.708305 -2.415808 0.0 0.0 0.0 0.32
H -3.492413 3.372956 -1.249140 0.0 0.0 0.0 0.26
H -3.613271 2.704934 -2.885067 0.0 0.0 0.0 0.51
H -4.736218 0.922984 -2.105054 0.0 0.0 0.0 0.40
H -5.489409 -1.435596 -2.313893 0.0 0.0 0.0 0.40
H -3.792667 -3.260600 -2.067688 0.0 0.0 0.0 0.44
H -1.440971 -2.636640 -1.598777 0.0 0.0 0.0 0.03
C 3.273419 -1.910574 -3.297758 0.0 0.0 0.0 -1.08
C 1.787925 -2.180553 -3.338389 0.0 0.1 0.1 0.77
O 1.019868 -1.455305 -3.947256 -0.1 -0.2 -0.1 -0.67
N 1.354879 -3.279541 -2.651970 0.0 0.1 0.0 -0.08
C 2.124225 -3.911309 -1.599904 0.0 0.0 0.0 -0.64
C 1.224050 -4.496160 -0.539494 0.0 0.1 0.0 0.54
C 1.795435 -5.147982 0.549865 0.0 0.0 0.0 -0.61
C 0.979226 -5.560518 1.583959 0.0 0.0 0.0 -0.47
C -0.384563 -5.314754 1.504300 0.0 0.0 0.0 -0.55
C -0.864454 -4.682460 0.374021 0.0 0.0 0.0 -0.29
N -0.084686 -4.292495 -0.634468 0.0 0.0 0.0 -0.34
H 3.516602 -1.189825 -4.072905 0.0 0.0 0.0 0.36
H 3.858236 -2.822751 -3.423837 0.0 0.0 0.0 0.39
H 3.526246 -1.483469 -2.323482 0.0 0.0 0.0 0.13
H 0.359074 -3.273833 -2.477580 0.0 -0.1 -0.1 0.26
H 2.740742 -3.183164 -1.068956 0.1 0.0 0.0 0.06
H 2.784594 -4.689870 -1.998562 -0.1 0.0 0.0 0.44
H 2.869342 -5.276133 0.594116 0.0 0.0 0.0 0.38
H 1.402550 -6.044038 2.455621 0.0 0.0 0.0 0.38
H -1.059012 -5.578889 2.306651 0.0 0.0 0.0 0.41
H -1.919952 -4.449470 0.283817 0.0 0.0 0.0 0.34
O 3.351204 -1.891625 0.788707 -0.1 -0.1 0.0 -0.83
C 2.281627 -1.288453 0.717285 0.0 0.2 0.0 -0.15
O 1.289022 -1.560784 -0.031954 0.1 -0.1 -0.1 0.58
C 2.089012 -0.058527 1.606046 0.1 -0.2 -0.1 0.09
C 3.081838 0.309859 2.538133 0.0 0.0 0.0 -0.76
C 2.878508 1.419838 3.296220 0.0 0.0 0.0 -1.06
C 1.670679 2.147080 3.163480 0.0 0.0 0.0 1.13
C 1.372136 3.285895 3.949611 0.0 0.0 0.0 -0.80
C 0.173080 3.923161 3.812064 0.0 0.0 0.0 -0.67
C -0.784296 3.443422 2.890367 0.0 0.0 0.0 -0.91
C -0.518401 2.356142 2.110274 0.0 0.0 0.0 0.11
C 0.726385 1.696541 2.218743 0.0 0.0 0.0 -0.20
N 0.984099 0.615863 1.424412 0.0 0.1 0.0 1.08
H 3.971632 -0.299560 2.595175 0.0 0.0 0.0 0.57
H 3.619833 1.755663 4.013096 0.0 0.0 0.0 0.39
H 2.106831 3.631396 4.667981 0.0 0.0 0.0 0.39
H -0.054374 4.789761 4.420454 0.0 0.0 0.0 0.38
H -1.744487 3.937140 2.810810 0.0 0.0 0.0 0.42
H -1.252153 1.958364 1.425082 0.0 0.0 0.0 0.22
F -0.819404 -2.041836 2.482893 0.0 0.0 0.0 -0.23
C -1.624595 -0.910773 2.363889 0.0 0.0 0.0 -1.00
F -1.535196 -0.662421 0.872575 0.0 0.0 0.1 0.52
C -3.035133 -1.488282 2.379187 0.0 0.0 0.0 0.95
F -3.350546 -1.912098 3.621157 0.0 0.0 0.0 -0.31
F -3.946725 -0.554422 2.032741 0.0 0.0 0.0 -0.29
F -3.274249 -2.554886 1.558104 0.0 0.0 0.0 -0.20
```
Positions in Å, forces in eV/Å.

## Properties
E	-3611.34042	hartree
HOMO (spin up / spin down)	-4.1430 / -4.5950	eV
Kohn-Sham gap (spin up / spin down)	6.6 / 7.0	eV
molecular weight	713.61	g mol⁻¹
ΔE to the lowest compared entry with this formula, charge and spin	0.5176	eV
total charge	-1
⟨S²⟩	3.7620
2S+1	4